1.
DFT (ωB97M-V/def2-TZVPD) results for C14H27AuN4OP as an isolated structure in a non-equilibrium geometry.

XYZ file:
```
48
Properties=species:S:1:pos:R:3
C -0.638 2.603 -1.915
C -0.300 1.352 -2.700
N -0.301 0.149 -2.076
C -0.058 -0.966 -2.848
C 0.282 -0.855 -4.192
C 0.399 0.378 -4.788
C 0.053 1.487 -4.028
C 0.234 -2.325 -2.300
P 0.472 -2.634 -0.497
H 0.087 2.505 -4.402
H 0.601 -1.760 -4.711
H 0.792 0.489 -5.784
C 1.517 3.114 -0.800
C -0.551 3.568 0.364
H 1.289 -2.465 -2.598
H -1.713 2.631 -1.658
H -0.398 3.469 -2.555
C 1.643 -4.005 -0.664
C -0.950 -2.990 0.537
H 2.131 -4.221 0.291
H 1.060 -4.870 -1.037
H 2.408 -3.697 -1.406
H -0.739 -2.609 1.542
H -1.845 -2.492 0.148
H -1.084 -4.076 0.591
H -0.518 4.642 0.102
H -1.596 3.245 0.436
H -0.039 3.414 1.327
H 1.629 4.161 -1.142
H 2.011 3.023 0.178
H 2.020 2.459 -1.522
Au -0.251 0.219 0.066
H 1.235 -1.539 -0.012
O -4.079 -0.620 -0.808
H -0.246 -3.113 -2.852
H -3.942 -1.465 -1.300
N 0.110 2.751 -0.654
C -1.134 0.746 5.303
N -0.035 0.099 4.566
C 1.012 -0.594 5.336
C -0.023 0.131 3.261
N -0.141 0.239 2.100
H -0.939 0.593 6.368
H -2.102 0.295 5.034
H -1.167 1.823 5.080
H 1.041 -1.664 5.085
H 1.999 -0.153 5.137
H 0.762 -0.474 6.394
```

The calculation puts the HOMO-LUMO gap (alpha / beta) at 4.970 / 5.243 eV. The expectation value of S² is 3.7877. As for the spin multiplicity: 4. As for the total charge: +2.



2.
DFT (ωB97M-V/def2-TZVPD) results for C54H56Cl3Ge3ReS4 as an isolated structure in a non-equilibrium geometry.

XYZ file:
```
121
Properties=species:S:1:pos:R:3
Re -2.212 -2.525 0.552
C -4.904 -0.945 1.824
C -4.367 -2.005 2.565
C -4.917 -3.285 2.416
C -5.912 -3.515 1.479
C -6.386 -2.468 0.696
C -5.898 -1.183 0.885
H -4.574 0.067 2.024
H -3.663 -1.804 3.368
H -4.598 -4.086 3.068
H -6.346 -4.501 1.386
H -7.164 -2.649 -0.034
H -6.315 -0.361 0.319
C 2.451 1.313 -5.881
C 2.782 0.616 -4.594
C 3.493 1.253 -3.583
C 3.859 0.589 -2.420
C 4.635 1.302 -1.345
C 3.480 -0.752 -2.248
C 2.744 -1.409 -3.248
C 2.314 -2.848 -3.129
C 2.407 -0.709 -4.400
C 3.914 -1.481 -1.023
C 5.193 -2.031 -0.956
C 5.591 -2.778 0.145
C 4.719 -3.007 1.201
C 3.444 -2.456 1.173
C 3.082 -1.680 0.077
Ge 1.257 -0.947 0.164
S -0.062 -2.806 -0.089
S 0.579 0.317 -1.580
Ge -0.893 1.096 -0.070
S -2.652 -0.477 -0.220
S 0.222 0.298 1.750
C -1.358 3.017 -0.239
C -0.827 3.954 0.642
C -1.185 5.288 0.452
C -2.019 5.658 -0.593
C -2.501 4.705 -1.479
C -2.175 3.364 -1.310
C -2.600 2.325 -2.285
C -3.813 1.646 -2.140
C -4.769 1.970 -1.023
C -4.152 0.667 -3.071
C -3.326 0.362 -4.142
C -3.703 -0.682 -5.153
C -2.135 1.075 -4.286
C -1.762 2.062 -3.388
C -0.507 2.865 -3.615
C 0.145 3.600 1.713
C 1.508 3.483 1.406
C 2.042 3.651 0.006
C 2.405 3.217 2.435
C 1.989 3.076 3.751
C 2.973 2.835 4.859
C 0.628 3.196 4.032
C -0.299 3.465 3.039
C -1.761 3.607 3.370
C 2.430 -2.740 2.225
C 2.163 -1.818 3.243
C 2.950 -0.541 3.400
C 1.178 -2.121 4.182
C 0.466 -3.310 4.137
C -0.566 -3.648 5.176
C 0.759 -4.222 3.123
C 1.741 -3.971 2.177
C 2.086 -5.024 1.157
H 2.722 2.367 -5.857
H 1.387 1.228 -6.111
H 2.992 0.846 -6.706
H 3.777 2.292 -3.709
H 4.631 2.378 -1.507
H 5.675 0.969 -1.335
H 4.218 1.091 -0.358
H 2.777 -3.348 -2.280
H 2.577 -3.400 -4.032
H 1.228 -2.909 -3.017
H 1.842 -1.212 -5.178
H 5.865 -1.894 -1.794
H 6.584 -3.206 0.171
H 5.017 -3.603 2.053
H -0.774 6.037 1.117
H -2.278 6.700 -0.730
H -3.132 4.993 -2.311
H -4.349 2.683 -0.317
H -5.050 1.064 -0.483
H -5.684 2.402 -1.433
H -5.096 0.142 -2.963
H -4.636 -1.177 -4.888
H -2.921 -1.438 -5.245
H -3.825 -0.227 -6.137
H -1.497 0.865 -5.138
H -0.006 2.546 -4.528
H 0.193 2.757 -2.784
H -0.745 3.926 -3.705
H 1.299 4.065 -0.673
H 2.370 2.688 -0.398
H 2.906 4.315 0.011
H 3.462 3.134 2.202
H 3.968 2.623 4.469
H 2.658 2.006 5.495
H 3.041 3.717 5.498
H 0.294 3.087 5.058
H -1.958 3.306 4.397
H -2.375 2.999 2.702
H -2.085 4.643 3.256
H 3.590 -0.341 2.542
H 3.586 -0.617 4.283
H 2.286 0.313 3.544
H 0.980 -1.415 4.982
H -0.629 -2.878 5.942
H -0.313 -4.593 5.657
H -1.556 -3.770 4.730
H 0.221 -5.165 3.096
H 1.283 -5.754 1.063
H 2.986 -5.560 1.466
H 2.289 -4.594 0.175
Cl -2.286 -4.588 1.506
Ge -2.843 -4.477 -0.891
Cl -4.621 -5.581 -1.087
Cl -1.352 -5.584 -1.893
```

The calculation puts the HOMO-LUMO gap (alpha / beta) at 4.159 / 4.710 eV. The expectation value of S² is 2.0898. As for the spin multiplicity: 3. As for the total charge: +2.



3.
DFT (ωB97M-V/def2-TZVPD) results for C14H55FeN12O17 as an isolated structure in a non-equilibrium geometry.

XYZ file:
```
99
Properties=species:S:1:pos:R:3
Fe 0.285 -0.125 -0.283
C 3.206 -0.495 -2.513
C 2.469 -1.797 -2.071
O 1.473 -1.747 -1.007
H 2.427 0.159 -2.905
H 4.013 -0.751 -3.200
H 3.688 0.086 -1.727
H 3.141 -2.617 -1.818
H 1.988 -2.129 -2.991
C -4.967 -2.619 -3.888
C -4.281 -2.312 -2.536
O -3.029 -2.972 -2.312
O -5.077 -4.060 -3.939
H -4.378 -2.410 -4.780
H -5.913 -2.116 -4.089
H -4.855 -2.400 -1.614
H -4.011 -1.268 -2.693
H -3.185 -3.908 -2.171
H -5.432 -4.492 -3.158
C 1.623 2.242 5.881
C 1.303 0.906 5.135
O 0.333 0.155 5.893
O 2.173 1.903 7.162
H 0.738 2.876 5.924
H 2.431 2.706 5.316
H 2.206 0.339 4.910
H 0.831 1.057 4.165
H -0.432 0.629 6.227
H 2.604 1.047 7.102
C -1.773 5.640 -1.137
C -2.433 4.271 -0.850
O -2.675 4.047 0.478
O -0.455 5.717 -0.552
H -2.468 6.312 -0.634
H -1.675 5.834 -2.205
H -1.818 3.462 -1.245
H -3.317 4.160 -1.478
H -2.159 4.543 1.118
H 0.010 4.877 -0.537
C 4.370 1.510 2.167
O 3.563 1.870 2.973
N 4.599 2.297 1.165
N 4.687 0.226 1.848
H 5.059 1.880 0.368
H 4.416 3.289 1.109
H 4.579 -0.368 2.659
H 5.461 0.036 1.227
C 2.516 3.578 -1.720
O 1.745 3.952 -0.892
N 2.468 3.797 -3.001
N 3.539 2.822 -1.539
H 1.792 4.427 -3.409
H 3.270 3.560 -3.569
H 3.575 2.138 -0.797
H 3.850 2.513 -2.449
C -0.192 -1.729 2.446
O 0.312 -0.990 1.577
N -1.006 -1.471 3.391
N 0.129 -2.967 2.693
H -1.077 -2.191 4.096
H -1.082 -0.499 3.657
H -0.420 -3.539 3.318
H 0.796 -3.362 2.046
C -0.260 1.136 -3.293
O -0.056 0.846 -2.144
N -1.295 0.723 -3.978
N 0.502 2.003 -4.003
H -1.938 0.018 -3.646
H -1.369 0.965 -4.955
H 1.270 2.491 -3.565
H 0.244 2.118 -4.972
C -4.220 -1.326 1.200
O -3.740 -0.546 0.425
N -5.398 -1.847 0.878
N -3.672 -1.842 2.275
H -5.925 -1.408 0.136
H -5.742 -2.578 1.484
H -2.711 -1.616 2.491
H -3.986 -2.755 2.571
C 0.309 -5.369 -0.702
O 0.014 -6.522 -0.522
N 0.040 -4.640 -1.717
N 1.166 -4.660 0.052
H -0.688 -4.901 -2.367
H 0.307 -3.682 -1.543
H 1.596 -5.253 0.748
H 1.460 -3.694 0.034
O -1.477 1.368 0.530
H -2.280 0.902 0.762
H -1.665 2.285 0.733
O 3.194 -2.973 1.390
H 2.841 -2.083 1.397
H 3.819 -2.977 0.665
O 1.416 1.479 0.414
H 1.635 2.380 0.176
H 2.100 1.221 1.032
O -1.412 -1.328 -0.696
H -2.349 -1.291 -0.503
H -1.289 -2.171 -1.131
```

The calculation puts the HOMO-LUMO gap (alpha / beta) at 8.689 / 8.228 eV. The expectation value of S² is 6.0059. As for the spin multiplicity: 5. As for the total charge: +1.



4.
DFT (ωB97M-V/def2-TZVPD) results for a 2-piece molecular cluster, C2H4P2 overall in a non-equilibrium geometry.

XYZ file:
```
8
Properties=species:S:1:pos:R:3
C 0.922 -0.594 -0.092
C -0.888 0.746 -0.086
P 2.355 0.197 -0.044
P -2.269 -0.134 -0.088
H 0.579 -1.606 -0.124
H -0.542 1.756 -0.040
H 3.181 -0.958 -0.057
H -3.179 0.957 -0.039
```

The calculation puts the HOMO-LUMO gap at 9.300 eV.



5.
DFT (ωB97M-V/def2-TZVPD) results for a single C4H12N2O molecule in a non-equilibrium geometry.

XYZ file:
```
19
Properties=species:S:1:pos:R:3
C -0.441 -0.320 2.012
C -1.094 -0.381 0.622
O -1.769 0.864 0.362
C -0.013 -0.502 -0.467
N -0.636 -0.878 -1.717
C 0.899 0.762 -0.518
N 2.265 0.398 -0.842
H -0.372 0.674 2.437
H -0.940 -0.905 2.793
H 0.543 -0.781 1.968
H -1.720 -1.272 0.588
H -2.718 0.741 0.428
H 0.654 -1.302 -0.138
H 0.020 -0.779 -2.492
H -1.346 -0.190 -1.961
H 0.848 1.241 0.456
H 0.460 1.386 -1.274
H 2.949 1.013 -0.436
H 2.410 0.232 -1.823
```

The calculation puts the HOMO-LUMO gap at 9.680 eV.



6.
DFT (ωB97M-V/def2-TZVPD) results for C4H6BrNO2S as an isolated structure in a non-equilibrium geometry.

XYZ file:
```
15
Properties=species:S:1:pos:R:3
C 0.442 -0.890 -1.287
C -0.437 -2.234 1.312
C -0.930 1.722 -0.890
C 1.021 -0.329 -0.164
N -0.152 -1.451 -2.097
O 0.127 1.488 1.514
O 1.641 2.143 -0.363
S 0.539 1.328 0.123
Br 2.790 -0.641 0.493
H -0.377 -3.212 0.910
H 0.426 -2.160 1.917
H -1.317 -1.660 1.405
H -1.089 2.833 -0.691
H -0.827 1.657 -1.910
H -1.857 1.405 -0.274
```

The calculation puts the HOMO-LUMO gap (alpha / beta) at 6.962 / 9.265 eV.